C31H31F5GeN3O2ReS | wB97M-V/def2-TZVPD

As for the relative energy (zero: lowest compared OMol25 entry of this formula, charge and spin): 0.0 kJ/mol. The HOMO-LUMO gap (spin up / spin down) comes out at 0.216 / 0.210 hartree. For the LUMO energy (spin up / spin down), the calculation gives -8.422 / -8.574 eV. The molecular weight comes out at 863.482 g/mol.

Structure (ORCA input):
```
! wB97M-V def2-TZVPD RIJCOSX def2/J DEFGRID3
* xyz 2 1
Re 0.1127 1.9880 0.2670
N -0.2469 1.9607 2.3992
C 1.0167 2.1343 3.2108
C 2.2003 1.6707 2.3859
N 2.0629 2.3584 1.0834
C 3.1729 2.2231 0.1187
C 2.6979 2.9475 -1.1188
N 1.3639 2.3715 -1.4850
H -0.8986 2.7062 2.6402
H -0.6904 1.0821 2.6617
H 0.9268 1.5849 4.1451
H 1.1161 3.1960 3.4302
H 2.1988 0.5903 2.2397
H 3.1330 1.9586 2.8753
H 1.9971 3.4029 1.3008
H 3.3745 1.1708 -0.0843
H 4.0776 2.6846 0.5174
H 3.3887 2.8534 -1.9546
H 2.5482 4.0040 -0.8989
H 1.5022 1.4962 -1.9841
H 0.8949 2.9989 -2.1344
F -5.8500 -1.2553 -2.6994
C -4.9042 -0.4505 -2.2881
C -4.3629 -0.6188 -1.0189
F -4.8251 -1.5607 -0.2187
C -3.3360 0.2016 -0.6141
F -2.8297 0.0309 0.6032
C -2.8593 1.2329 -1.4252
S -1.7865 2.4711 -0.8791
C -3.4438 1.3944 -2.6896
F -3.0052 2.3551 -3.4893
C -4.4420 0.5553 -3.1305
F -4.9500 0.6854 -4.3397
C -0.0002 6.4949 0.8639
C 0.5797 5.1185 0.9659
O 1.6678 4.9193 1.5237
O -0.1077 4.1493 0.4356
H 0.3376 6.9356 -0.0768
H 0.3673 7.1185 1.6738
H -1.0864 6.4634 0.8484
C 0.1354 0.2607 0.1323
Ge 0.1313 -1.7540 -0.0028
C -1.1710 -2.1669 -1.3717
C -1.0863 -1.5862 -2.6383
C -1.9290 -1.9946 -3.6599
C -2.8617 -3.0006 -3.4254
C -2.9516 -3.5883 -2.1720
C -2.1088 -3.1726 -1.1469
C -0.2324 -2.3952 1.7867
C -1.0467 -1.7253 2.7019
C -1.2244 -2.2149 3.9876
C -0.5904 -3.3891 4.3728
C 0.2176 -4.0670 3.4715
C 0.4047 -3.5680 2.1892
C 1.9067 -2.2511 -0.5831
C 2.0418 -3.3266 -1.4602
C 3.3013 -3.7422 -1.8700
C 4.4354 -3.0796 -1.4203
C 4.3127 -2.0073 -0.5472
C 3.0525 -1.6017 -0.1319
H -0.3355 -0.8280 -2.8470
H -1.8479 -1.5491 -4.6435
H -3.5101 -3.3335 -4.2257
H -3.6720 -4.3753 -1.9918
H -2.1905 -3.6376 -0.1704
H -1.6037 -0.8448 2.3968
H -1.8712 -1.6951 4.6827
H -0.7316 -3.7775 5.3724
H 0.7093 -4.9842 3.7668
H 1.0634 -4.0998 1.5108
H 1.1668 -3.8438 -1.8403
H 3.3973 -4.5818 -2.5453
H 5.4148 -3.4042 -1.7447
H 5.1982 -1.5025 -0.1821
H 2.9631 -0.7962 0.5884
*
```

These are the Mulliken partial charges, in e, on atoms 1 to 2: 1.893 -0.686

---

C31H31I2N5OSTi | wB97M-V/def2-TZVPD

As for the relative energy (zero: lowest compared OMol25 entry of this formula, charge and spin): 0.0 kJ/mol. The HOMO-LUMO gap comes out at 0.198 hartree. For the LUMO energy, the calculation gives -1.133 eV. The molecular weight comes out at 823.365 g/mol.

Structure (ORCA input):
```
! wB97M-V def2-TZVPD RIJCOSX def2/J DEFGRID3
* xyz 0 1
Ti -0.8118 -1.3292 -0.3420
C -1.3825 0.5262 2.4222
N -1.7222 0.1568 1.0452
C -2.8142 0.6494 0.5567
C -3.1915 0.2831 -0.7492
C -4.1834 0.6992 -1.6235
C -3.9506 0.0315 -2.8355
C -2.8309 -0.7672 -2.6559
N -2.3580 -0.6266 -1.3900
C -0.5657 1.7959 2.4930
C -1.0319 2.8945 3.2039
C -0.2873 4.0664 3.2657
C 0.9325 4.1486 2.6131
C 1.4053 3.0537 1.8998
C 0.6603 1.8878 1.8410
H -0.8354 -0.2994 2.8759
H -2.2990 0.6555 3.0038
H -3.4304 1.3314 1.1421
H -4.9699 1.4038 -1.4015
H -4.5195 0.1136 -3.7465
H -2.3314 -1.4021 -3.3745
H -1.9855 2.8353 3.7162
H -0.6634 4.9142 3.8235
H 1.5142 5.0599 2.6605
H 2.3597 3.1076 1.3902
H 1.0262 1.0425 1.2753
S 1.3352 -3.0261 3.4508
C 2.5778 -2.0852 2.6945
C 3.8964 -1.9278 3.1076
C 4.7220 -1.1270 2.3463
C 4.2344 -0.4986 1.1971
C 2.9254 -0.6556 0.7897
C 2.0747 -1.4635 1.5471
N 0.7248 -1.7384 1.3055
C 0.2318 -2.5408 2.2214
C -1.1588 -2.9571 2.1763
C -1.7527 -3.7337 3.1738
C -3.0832 -4.0798 3.0559
C -3.8074 -3.6527 1.9436
C -3.2087 -2.8873 0.9548
C -1.8655 -2.5229 1.0525
H 4.2609 -2.4217 3.9981
H 5.7532 -0.9878 2.6413
H 4.8953 0.1252 0.6097
H 2.5627 -0.1637 -0.0975
H -1.1796 -4.0614 4.0344
H -3.5580 -4.6811 3.8192
H -4.8501 -3.9302 1.8479
H -3.7921 -2.5832 0.0931
C 2.6433 -1.1772 -2.4493
N 2.0497 0.1247 -2.7374
C 2.5602 0.7598 -3.9539
C 1.5346 1.6812 -4.5729
C 0.9191 2.5624 -3.5095
N 0.4269 1.7531 -2.3984
C -0.7571 2.2490 -1.7179
C 0.9861 0.5782 -2.0806
O 0.5393 -0.0884 -1.0733
H 2.3353 -1.8830 -3.2230
H 2.3241 -1.5442 -1.4813
H 3.7295 -1.0650 -2.4491
H 2.7867 -0.0465 -4.6522
H 3.4872 1.2886 -3.7079
H 0.7617 1.0697 -5.0433
H 2.0093 2.2953 -5.3380
H 0.0642 3.1036 -3.9148
H 1.6322 3.3022 -3.1281
H -0.6619 3.3289 -1.5984
H -1.6560 2.0273 -2.2989
H -0.8417 1.8055 -0.7346
I -0.4438 -3.4545 -1.7278
I -0.1012 -1.3026 -5.2820
*
```

These are the Mulliken partial charges, in e, on atoms 1 to 2: -1.488 -1.642

---

C31H31N3NdO5P | wB97M-V/def2-TZVPD

The HOMO-LUMO gap (spin up / spin down) comes out at 0.257 / 0.260 hartree. For the LUMO energy (spin up / spin down), the calculation gives -5.476 / -5.410 eV. The molecular weight comes out at 700.819 g/mol.

Structure (ORCA input):
```
! wB97M-V def2-TZVPD RIJCOSX def2/J DEFGRID3
* xyz 2 4
Nd 0.2276 0.0666 -0.3775
N 2.8094 2.7172 0.3898
P 1.1435 2.8372 0.2305
C 0.7444 2.7063 -1.5372
C 1.6049 2.1770 -2.4471
C 1.1565 1.6919 -3.6810
C -0.1975 1.5786 -3.9485
C -1.1146 2.1176 -2.9428
C -0.6734 2.6440 -1.7483
C 0.6572 4.5277 0.8649
C 0.0199 4.4263 2.0729
C -0.2330 5.5485 2.8188
C 0.1988 6.7521 2.3502
C 0.8249 6.9550 1.1077
C 1.0930 5.7790 0.3744
C 3.4999 1.4971 0.4842
C 4.8090 1.4563 0.9609
C 5.3419 0.1898 1.0462
C 4.5793 -0.9155 0.7708
C 3.3361 -0.7843 0.3002
N 2.7706 0.4133 0.1245
H 3.3269 3.4922 0.7788
H 2.6780 2.2386 -2.1750
H 1.9267 1.3760 -4.3417
H -0.5792 1.0352 -4.8504
H -2.1242 1.9763 -3.1811
H -1.4023 3.0342 -1.0413
H -0.3390 3.5398 2.5704
H -0.7787 5.5437 3.7319
H 0.1167 7.6031 2.9465
H 1.0268 7.9424 0.7200
H 1.5065 5.8971 -0.5792
H 5.2897 2.4088 1.1594
H 6.3508 0.0637 1.4486
H 4.9167 -1.9298 1.0731
H 2.6916 -1.6687 0.0746
O -0.7778 -1.1727 -2.2070
C 0.0571 -2.0989 -2.0469
O 1.0408 -1.8896 -1.1806
C 0.0166 -3.2816 -2.8475
C -0.9322 -3.3599 -3.8626
C -1.1120 -4.5257 -4.6000
C -0.2335 -5.5494 -4.4440
O -0.0551 -6.6816 -5.0818
C 1.0528 -7.3420 -4.5008
O 1.2082 -6.7029 -3.2614
C 0.7309 -5.4354 -3.3868
C 0.8901 -4.3376 -2.6355
H -1.6703 -2.5741 -4.0042
H -1.8499 -4.5468 -5.3787
H 1.8717 -7.1469 -5.1726
H 0.8257 -8.4121 -4.4454
H 1.7742 -4.2579 -1.9637
O -0.8406 -0.2455 1.6221
C -1.6795 -0.7738 2.4216
C -3.0381 -1.0014 1.7703
C -4.2253 -1.5537 2.5673
C -4.7227 -0.8045 3.7773
C -3.6527 -0.3896 4.8173
C -2.3359 -1.1589 4.8504
N -1.4284 -0.9546 3.7053
H -2.8971 -1.7099 0.9101
H -3.2486 0.0208 1.3205
H -3.9242 -2.5061 2.9354
H -4.9870 -1.6583 1.8156
H -5.4379 -1.4135 4.3070
H -5.2303 0.0788 3.4577
H -4.1079 -0.4131 5.8362
H -3.4331 0.6566 4.7106
H -2.5737 -2.1711 5.0014
H -1.7876 -0.8252 5.6848
H -0.4919 -0.7965 3.9603
*
```

These are the Mulliken partial charges, in e, on atoms 1 to 2: 1.208 -0.050

---

C31H32Cl5LaN2O4Si2 | wB97M-V/def2-TZVPD

As for the relative energy (zero: lowest compared OMol25 entry of this formula, charge and spin): 140.7 kJ/mol. The HOMO-LUMO gap comes out at 0.275 hartree. For the LUMO energy, the calculation gives -0.540 eV. The molecular weight comes out at 868.950 g/mol.

Structure (ORCA input):
```
! wB97M-V def2-TZVPD RIJCOSX def2/J DEFGRID3
* xyz 0 1
La -0.7051 0.1783 -0.0033
C 0.6254 2.3259 -2.4552
C 1.8777 2.2930 -1.8604
C 2.6960 1.1893 -2.0373
C 2.2606 0.1154 -2.7943
C 0.9976 0.1308 -3.3661
C 0.1815 1.2405 -3.2057
H 0.0207 3.2189 -2.3813
H 2.2298 3.1431 -1.2952
H 3.6855 1.1831 -1.6082
H 2.9188 -0.7227 -2.9604
H 0.6628 -0.6992 -3.9698
H -0.7690 1.2883 -3.7201
Cl -2.4246 2.2561 -1.7705
C -2.5088 2.9329 -0.1845
C -1.8286 2.2147 0.7943
C -2.1314 2.5974 2.0999
Cl -1.5462 1.5304 3.3118
C -2.9003 3.7113 2.4249
Cl -3.1804 4.1711 4.0560
C -3.4588 4.4647 1.3903
Cl -4.3658 5.8778 1.7385
C -3.3018 4.0431 0.0710
Cl -4.0901 4.8768 -1.2097
C -0.3775 -3.0541 4.3207
Si -0.8766 -2.2402 2.6582
C -2.6176 -1.4800 2.8860
C -1.1047 -3.7091 1.4355
C 0.5027 -1.1350 1.8741
C 1.2723 -2.0523 0.9979
C 2.0740 -3.0812 1.5057
C 2.7496 -3.9175 0.6496
C 2.6034 -3.7273 -0.7188
C 1.7907 -2.7000 -1.1528
N 1.1539 -1.8666 -0.3275
Si 1.7978 -0.1170 2.8569
C 3.4392 -0.2412 1.8640
C 1.5447 1.7840 2.8866
C 2.1948 -0.7339 4.6282
H -1.1114 -3.7918 4.6252
H -0.3018 -2.3218 5.1149
H 0.5779 -3.5590 4.2428
H -3.3604 -2.2743 2.8555
H -2.8608 -0.7797 2.0923
H -2.7267 -0.9630 3.8330
H -2.0311 -4.2471 1.6145
H -0.2855 -4.4163 1.5159
H -1.1304 -3.3617 0.4044
H 2.1435 -3.2177 2.5699
H 3.3653 -4.7185 1.0339
H 3.1044 -4.3717 -1.4226
H 1.6300 -2.5365 -2.2095
H 3.2471 -0.0522 0.8107
H 3.8941 -1.2235 1.9436
H 4.1676 0.4904 2.2017
H 0.9779 2.1410 2.0272
H 2.5167 2.2690 2.8549
H 1.0454 2.1263 3.7826
H 2.5000 -1.7758 4.6243
H 1.3401 -0.6481 5.2902
H 3.0050 -0.1599 5.0688
O -1.7686 -1.5113 -1.5892
C -2.7951 -1.3874 -0.8860
O -2.9177 -0.4604 -0.0446
C -3.9311 -2.3577 -0.9963
C -3.9699 -3.3486 -1.9706
C -5.0401 -4.2309 -2.0266
C -6.0838 -4.1265 -1.1220
C -6.0301 -3.1379 -0.1452
C -4.9608 -2.2604 -0.0719
N -7.0931 -3.0011 0.8227
O -8.1028 -3.6498 0.6531
O -6.9041 -2.2414 1.7473
H -3.1536 -3.4070 -2.6741
H -5.0599 -5.0005 -2.7833
H -6.9317 -4.7965 -1.1556
H -4.9288 -1.5005 0.6943
*
```

These are the Mulliken partial charges, in e, on atoms 1 to 2: 0.084 -0.527

---

C31H32F6N2P2S2SbV | wB97M-V/def2-TZVPD

As for the relative energy (zero: lowest compared OMol25 entry of this formula, charge and spin): 59.6 kJ/mol. The HOMO-LUMO gap (spin up / spin down) comes out at 0.290 / 0.204 hartree. For the LUMO energy (spin up / spin down), the calculation gives -3.314 / -5.655 eV. The molecular weight comes out at 845.385 g/mol.

Structure (ORCA input):
```
! wB97M-V def2-TZVPD RIJCOSX def2/J DEFGRID3
* xyz 1 4
V 1.6482 -0.8485 0.5444
S 1.7632 1.2728 1.8032
P -0.0906 1.4689 1.0396
C -0.1531 0.0038 0.0377
P -1.5408 -1.0718 -0.0732
S -1.2693 -2.6548 1.2069
C -1.7509 -1.6384 -1.7489
C -2.8644 -2.4326 -2.0307
C -3.0606 -2.8844 -3.3220
C -2.1620 -2.5346 -4.3243
C -1.0623 -1.7376 -4.0432
C -0.8480 -1.2889 -2.7502
C -3.1010 -0.3249 0.4182
C -3.6435 0.6041 -0.4715
C -4.8454 1.2240 -0.1750
C -5.5107 0.9119 1.0035
C -4.9730 -0.0136 1.8874
C -3.7668 -0.6349 1.5996
C -1.2869 1.6042 2.3715
C -2.3590 2.4923 2.3046
C -3.2356 2.5848 3.3757
C -3.0503 1.7898 4.4988
C -1.9917 0.8918 4.5586
C -1.1045 0.7997 3.4990
C -0.2880 2.8876 -0.0337
C 0.0026 4.1562 0.4686
C -0.1762 5.2666 -0.3380
C -0.6413 5.1128 -1.6402
C -0.9201 3.8510 -2.1442
C -0.7430 2.7328 -1.3403
H -3.5542 -2.7131 -1.2442
H -3.9094 -3.5156 -3.5470
H -2.3178 -2.8963 -5.3324
H -0.3625 -1.4791 -4.8269
H 0.0239 -0.6940 -2.5155
H -3.1416 0.8255 -1.4066
H -5.2709 1.9362 -0.8699
H -6.4571 1.3859 1.2302
H -5.4940 -0.2594 2.8032
H -3.3610 -1.3551 2.2984
H -2.5090 3.1076 1.4266
H -4.0633 3.2809 3.3331
H -3.7317 1.8741 5.3360
H -1.8497 0.2741 5.4356
H -0.2666 0.1150 3.5489
H 0.3689 4.2709 1.4825
H 0.0487 6.2533 0.0456
H -0.7800 5.9842 -2.2665
H -1.2714 3.7368 -3.1616
H -0.9453 1.7437 -1.7360
C 3.9418 0.3936 -0.8186
C 5.4820 0.5219 -0.9478
N 6.1220 -0.7323 -0.5720
C 5.5066 -1.8319 -1.3163
C 4.0326 -2.0300 -0.8809
N 3.6257 -0.8510 -0.0464
C 4.4275 -0.8844 1.2278
C 5.9336 -0.9541 0.8592
H 3.4652 0.2961 -1.7951
H 3.5213 1.2542 -0.3061
H 5.8541 1.3063 -0.2892
H 5.7571 0.7791 -1.9700
H 6.0762 -2.7436 -1.1422
H 5.5691 -1.5975 -2.3791
H 3.8883 -2.9210 -0.2749
H 3.3548 -2.1012 -1.7281
H 4.1134 -1.7546 1.8003
H 4.2021 0.0113 1.8025
H 6.3435 -1.9309 1.1122
H 6.4927 -0.2010 1.4128
F 1.0992 -2.2732 -0.7725
Sb 0.2123 -4.1238 -0.0778
F 2.0577 -4.3639 0.1344
F 1.5548 -2.0893 1.8120
F 0.1779 -5.3150 1.3623
F -1.4434 -4.9222 -0.5240
F 0.5011 -4.4074 -1.8983
*
```

These are the Mulliken partial charges, in e, on atoms 1 to 2: 0.399 -0.679

---

C31H32IrN6O2S | wB97M-V/def2-TZVPD

As for the relative energy (zero: lowest compared OMol25 entry of this formula, charge and spin): 100.7 kJ/mol. The HOMO-LUMO gap (spin up / spin down) comes out at 0.236 / 0.232 hartree. For the LUMO energy (spin up / spin down), the calculation gives -1.239 / -1.168 eV. The molecular weight comes out at 744.921 g/mol.

Structure (ORCA input):
```
! wB97M-V def2-TZVPD RIJCOSX def2/J DEFGRID3
* xyz 0 2
Ir 0.4453 -0.1582 0.5850
C 0.5590 2.5850 -1.6107
C 1.1825 3.3036 -0.4455
C 2.0792 4.3405 -0.6681
C 2.6893 4.9948 0.3881
C 2.4153 4.5908 1.6828
C 1.5243 3.5562 1.9437
C 1.3156 3.0893 3.3580
C 0.8799 2.9291 0.8691
N -0.0419 1.8714 1.1094
C -1.0735 2.0854 1.9486
O -1.5699 3.1648 2.2406
C -1.6508 0.8221 2.4983
C -2.6813 0.7903 3.4130
C -3.1575 -0.4504 3.8195
C -2.5895 -1.6067 3.2991
C -1.5426 -1.4817 2.4101
N -1.0944 -0.2885 2.0489
C -0.8658 -2.6491 1.7659
O -1.2029 -3.7912 2.0430
N 0.0943 -2.2749 0.9059
C 0.8090 -3.2668 0.1713
C 0.2092 -3.9119 -0.9180
C -1.2700 -3.7786 -1.1583
C 0.9847 -4.7381 -1.7225
C 2.3264 -4.9456 -1.4467
C 2.8819 -4.3849 -0.3088
C 2.1269 -3.5719 0.5303
C 2.6836 -3.0871 1.8391
H 0.6491 3.1769 -2.5223
H -0.4948 2.3641 -1.4272
H 1.0641 1.6319 -1.7778
H 2.2993 4.6341 -1.6887
H 3.3848 5.8037 0.2040
H 2.9117 5.0772 2.5150
H 2.1270 3.4451 3.9914
H 1.2898 1.9979 3.4009
H 0.3719 3.4630 3.7610
H -3.0745 1.7284 3.7770
H -3.9667 -0.5154 4.5349
H -2.9239 -2.6013 3.5591
H -1.6073 -2.7511 -1.0468
H -1.8028 -4.3663 -0.4074
H -1.5438 -4.1461 -2.1483
H 0.5210 -5.2367 -2.5670
H 2.9287 -5.5704 -2.0949
H 3.9149 -4.5918 -0.0525
H 3.6824 -3.4872 2.0094
H 2.0332 -3.3957 2.6597
H 2.7368 -1.9991 1.8707
C -3.9047 3.3194 -2.3966
C -3.5208 3.3694 -0.9125
C -3.2341 2.0265 -0.4113
N -3.0034 0.9596 -0.0546
H -4.0679 4.3276 -2.7737
H -4.8211 2.7477 -2.5400
H -3.1121 2.8530 -2.9808
H -4.3187 3.8089 -0.3153
H -2.6237 3.9730 -0.7649
S 2.5884 0.2346 1.1268
N -1.3558 -0.4319 -2.0365
C -0.1164 -0.9047 -2.3383
C 0.1329 -1.5039 -3.5829
C 1.4075 -1.8957 -3.9013
C 2.4356 -1.7002 -2.9797
C 2.1241 -1.1204 -1.7784
N 0.8756 -0.7246 -1.4577
H -2.1389 -0.7394 -2.5833
H -1.5666 -0.0879 -1.1117
H -0.6931 -1.6316 -4.2702
H 1.6121 -2.3378 -4.8684
H 3.4546 -1.9917 -3.1878
H 2.8792 -0.9487 -1.0221
*
```

These are the Mulliken partial charges, in e, on atoms 1 to 2: 1.952 -1.218